Entry 1:
Computed, not measured: a single C4H7NS molecule in a non-equilibrium geometry, with ωB97M-V/def2-TZVPD.

Geometry as XYZ:
```
13
Properties=species:S:1:pos:R:3:mulliken_charge:R:1
C 2.477 -1.140 0.006 -0.716
C 1.198 1.076 0.077 -0.019
C -0.184 0.910 0.127 -0.252
C -0.907 -0.234 0.293 -0.321
H 2.636 -1.799 1.129 0.202
H 3.492 -1.303 -0.518 0.259
H 1.521 -1.609 -0.650 0.285
H 2.987 0.882 -0.783 0.295
H 1.410 2.205 0.062 0.233
H -0.825 1.734 0.114 0.349
H -0.341 -1.237 0.319 0.170
N 2.258 0.270 -0.109 -0.190
S -2.637 -0.277 -0.120 -0.292
```

The value obtained for the HOMO energy is -7.81 eV. As for the net charge: 0. Its SMILES is CN/C=C\C=S. As for the largest force on an atom: 5.5 eV/A. The value obtained for the molecular weight is 101.174 g mol⁻¹. The total energy comes out at -609.4108 a.u. The calculation puts the relative energy (zero: lowest compared OMol25 entry of this formula, charge and spin) at 92.7 kcal per mole.

Entry 2:
Computed, not measured: a molecular structure, ClI2P in a non-equilibrium geometry, with ωB97M-V/def2-TZVPD.

Geometry as XYZ:
```
4
Properties=species:S:1:pos:R:3:mulliken_charge:R:1
P -0.258 -0.401 -0.730 0.137
Cl -1.427 -1.218 0.681 -0.109
I -0.537 2.016 0.031 -0.007
I 2.223 -0.397 0.018 -0.021
```

The value obtained for the HOMO energy is -9.37 eV. As for the net charge: 0. As for the largest force on an atom: 2.0 eV/A. The value obtained for the molecular weight is 320.235 g mol⁻¹. The total energy comes out at -1396.9798 a.u. The calculation puts the relative energy (zero: lowest compared OMol25 entry of this formula, charge and spin) at 0.0 kcal per mole.

Entry 3:
Computed, not measured: a molecular structure, C20H25N5O6PbS, with ωB97M-V/def2-TZVPD.

Geometry as XYZ:
```
58
Properties=species:S:1:pos:R:3:mulliken_charge:R:1
Pb 0.351 -2.631 -1.598 1.141
C -3.989 -2.563 0.066 -1.461
C -2.488 -2.385 0.078 0.822
O -1.942 -2.322 -1.077 -0.745
C -1.844 -2.282 1.297 -1.024
C -0.457 -2.126 1.567 1.139
C -0.071 -1.774 2.977 -1.384
N 0.499 -2.280 0.677 -0.069
N 1.784 -2.043 1.159 -0.447
C 2.721 -2.148 0.261 0.400
O 2.549 -2.469 -0.981 -0.855
C 4.107 -1.841 0.718 0.427
C 4.467 -1.915 2.061 -0.287
C 5.754 -1.585 2.455 -0.625
C 6.689 -1.172 1.515 -0.359
C 6.337 -1.103 0.174 -0.593
C 5.052 -1.445 -0.225 -0.487
H -4.462 -1.674 -0.358 0.275
H -4.392 -2.744 1.062 0.346
H -4.235 -3.403 -0.584 0.413
H -2.483 -2.287 2.169 0.213
H -0.949 -1.704 3.615 0.374
H 0.463 -0.823 2.979 0.342
H 0.621 -2.516 3.373 0.358
H 3.724 -2.231 2.781 0.425
H 6.031 -1.651 3.500 0.384
H 7.692 -0.906 1.826 0.374
H 7.064 -0.787 -0.564 0.382
H 4.766 -1.414 -1.268 0.393
C -3.039 1.025 0.947 -0.582
C -3.868 2.247 0.578 -0.839
S -2.855 3.528 -0.150 1.191
O -1.575 3.526 0.509 -0.553
O -3.617 4.746 -0.220 -0.714
C -2.607 2.956 -1.854 -0.689
C -1.156 3.057 -2.324 -1.260
N -0.323 1.939 -1.870 0.323
C -0.464 0.659 -2.278 0.694
N 0.366 -0.138 -1.627 -0.153
C 1.057 0.632 -0.736 -0.641
C 0.657 1.919 -0.890 -0.027
N 1.249 3.072 -0.270 1.153
O 1.745 2.903 0.821 -0.592
O 1.170 4.139 -0.861 -0.645
C -1.424 0.182 -3.311 -1.557
H -3.638 0.318 1.519 0.475
H -2.183 1.318 1.553 0.374
H -2.662 0.500 0.064 -0.156
H -4.318 2.731 1.445 0.422
H -4.652 2.035 -0.153 0.376
H -3.248 3.608 -2.445 0.493
H -2.971 1.929 -1.916 0.409
H -0.694 3.977 -1.982 0.427
H -1.142 3.061 -3.412 0.574
H 1.814 0.240 -0.072 0.640
H -1.906 1.001 -3.839 0.369
H -2.183 -0.449 -2.841 0.202
H -0.895 -0.435 -4.037 0.416
```

The value obtained for the HOMO energy is -7.38 eV. As for the net charge: 0. As for the largest force on an atom: 0.9 eV/A. The value obtained for the molecular weight is 670.716 g mol⁻¹. The total energy comes out at -2093.3124 a.u.

Entry 4:
Computed, not measured: a single C11H11NO molecule in a non-equilibrium geometry, with ωB97M-V/def2-TZVPD.

Geometry as XYZ:
```
24
Properties=species:S:1:pos:R:3:mulliken_charge:R:1
C 2.227 -2.223 -0.826 -0.400
C 1.195 -2.513 0.050 -0.753
C 2.233 -1.012 -1.498 -0.632
C 0.192 -1.589 0.274 -0.069
C 1.229 -0.086 -1.276 -0.390
C 0.205 -0.359 -0.375 0.025
C -0.817 1.042 1.584 0.144
C -0.405 2.115 -0.221 -0.150
C -0.196 2.364 1.265 -0.519
C -0.846 0.661 -0.052 1.667
C -2.230 0.342 -0.596 -1.521
N -1.194 0.535 2.647 -0.724
O -0.325 2.827 -1.177 -0.566
H 3.028 -2.931 -0.979 0.389
H 1.180 -3.460 0.570 0.377
H 3.033 -0.788 -2.189 0.386
H -0.599 -1.822 0.973 0.281
H 1.244 0.855 -1.807 0.430
H -0.678 3.241 1.697 0.365
H 0.861 2.397 1.533 0.245
H -2.555 -0.642 -0.262 0.357
H -2.211 0.352 -1.684 0.405
H -2.953 1.082 -0.253 0.389
H -1.617 -0.387 2.604 0.263
```

The value obtained for the HOMO energy is -9.06 eV. As for the net charge: 0. Its SMILES is [H]/N=C1/CC(=O)[C@@]1(C)c1ccccc1. As for the largest force on an atom: 2.9 eV/A. The value obtained for the molecular weight is 173.215 g mol⁻¹. The total energy comes out at -555.7177 a.u. The calculation puts the relative energy (zero: lowest compared OMol25 entry of this formula, charge and spin) at 25.8 kcal per mole.

Entry 5:
Computed, not measured: a single C5H3N molecule in a non-equilibrium geometry, with ωB97M-V/def2-TZVPD.

Geometry as XYZ:
```
9
Properties=species:S:1:pos:R:3:mulliken_charge:R:1
C 0.222 0.990 -0.420 -0.218
C 1.159 0.211 -1.004 -0.132
C 2.004 -0.625 -0.646 -0.232
C -0.955 0.176 0.137 -0.179
C -0.164 -0.960 0.678 0.215
N 0.283 -1.922 1.103 -0.396
H 0.512 1.970 -0.340 0.420
H -1.516 0.522 1.019 0.280
H -1.545 -0.363 -0.528 0.242
```

The value obtained for the HOMO energy is -10.16 eV. As for the net charge: 0. As for the largest force on an atom: 3.8 eV/A. The value obtained for the molecular weight is 77.086 g mol⁻¹. The total energy comes out at -246.8353 a.u. The calculation puts the relative energy (zero: lowest compared OMol25 entry of this formula, charge and spin) at 92.0 kcal per mole.

Entry 6:
Computed, not measured: a molecular structure, C17H29BrErSi2 in a non-equilibrium geometry, with ωB97M-V/def2-TZVPD.

Geometry as XYZ:
```
50
Properties=species:S:1:pos:R:3:mulliken_charge:R:1
C 1.902 1.905 -1.414 -0.902
C 0.498 2.088 -1.433 -0.383
C 0.079 2.395 -0.114 0.063
H -0.141 2.002 -2.296 0.518
C 1.212 2.361 0.722 -0.518
C 2.338 2.039 -0.076 -0.824
H 3.347 1.906 0.279 0.458
H 2.518 1.657 -2.259 0.516
H -0.936 2.566 0.201 0.606
H 1.215 2.500 1.790 0.542
Er 0.939 0.289 -0.180 0.373
Br 1.928 -1.308 -1.431 -0.317
C 4.834 -3.780 -0.893 -0.550
C 5.784 -2.862 -0.400 -0.548
C 6.219 -2.066 -1.478 -0.582
H 6.120 -2.783 0.628 0.391
C 5.540 -2.491 -2.637 -0.519
C 4.684 -3.551 -2.275 -0.609
H 4.024 -4.094 -2.944 0.391
H 4.311 -4.531 -0.310 0.367
H 6.950 -1.266 -1.425 0.396
H 5.655 -2.076 -3.633 0.368
C -3.160 -0.706 2.934 -1.068
Si -1.717 0.272 2.258 0.155
C -1.997 2.066 2.714 -0.890
C -0.199 -0.335 3.161 -0.987
C -1.414 -0.047 0.412 -0.284
Si -2.766 0.366 -0.867 0.192
C -3.166 2.172 -1.161 -0.938
C -2.242 -0.412 -2.482 -0.915
C -4.385 -0.437 -0.397 -1.101
H -3.198 -0.571 4.034 0.314
H -3.020 -1.782 2.702 0.266
H -4.114 -0.349 2.514 0.290
H -2.163 2.136 3.808 0.417
H -1.116 2.685 2.461 0.221
H -2.893 2.449 2.186 0.249
H -0.050 -1.414 2.949 0.275
H 0.690 0.232 2.818 0.262
H -0.332 -0.186 4.252 0.328
H -1.425 -1.153 0.321 0.423
H -2.304 2.718 -1.585 0.279
H -3.999 2.235 -1.892 0.404
H -3.487 2.644 -0.210 0.267
H -2.099 -1.502 -2.334 0.282
H -3.030 -0.245 -3.244 0.297
H -1.291 0.034 -2.832 0.218
H -4.229 -1.518 -0.205 0.280
H -4.807 0.059 0.494 0.215
H -5.105 -0.311 -1.231 0.311
```

The value obtained for the HOMO energy (alpha / beta) is -2.45 / -2.45 eV. As for the net charge: -1. Its expectation value of S² is 3.753. As for the largest force on an atom: 9.0 eV/A. Its multiplicity is 4. The value obtained for the molecular weight is 536.755 g mol⁻¹. The total energy comes out at -4833.2472 a.u.